# C23H41N4O5S

4 unconnected molecules or ions with the total composition C23H41N4O5S (the ωB97M-V functional and the def2-TZVPD basis, OMol25).

```
74
Properties=species:S:1:pos:R:3:forces:R:3
C -3.00931 -7.92325 1.79684 0.0 0.3 0.3
C -2.64892 -6.62071 2.06019 -0.4 -0.9 -0.4
C -3.60348 -5.49223 1.68171 -0.2 -0.2 1.2
C -2.92735 -4.15951 1.62747 -0.5 0.2 1.0
C -3.24550 -3.15879 2.53294 0.4 0.0 -0.4
C -2.63803 -1.91629 2.43710 -0.6 0.1 -0.3
C -3.00934 -0.85904 3.45248 -0.1 -0.2 -0.4
O -2.17070 -0.26859 4.03834 0.5 0.4 0.6
O -4.33026 -0.65762 3.73607 0.0 -0.4 -0.3
S -5.39089 -0.65520 2.42672 -0.3 0.1 -0.2
C -1.69104 -1.65762 1.43032 0.0 0.0 0.4
C -0.99944 -0.34079 1.22809 0.0 -0.2 -0.4
C -1.73353 0.61045 0.17788 0.3 -0.6 -0.5
N -3.05901 0.07859 -0.11585 -0.1 0.0 0.7
N -1.86848 1.96416 0.64843 0.1 0.0 0.3
N -0.96151 0.62878 -1.06739 -0.2 0.5 0.1
C -1.39393 -2.70802 0.58778 0.2 0.4 0.0
N -2.00301 -3.89636 0.69900 -0.2 -0.4 0.0
H -2.51896 -8.54078 1.04823 1.4 -0.7 1.5
H -3.84320 -8.39783 2.31517 -1.3 0.7 -1.5
H -1.71344 -6.44632 2.58893 0.9 0.6 -1.6
H -4.47350 -5.44253 2.34567 0.0 0.2 0.0
H -3.98581 -5.71496 0.68838 0.0 0.0 0.0
H -3.98128 -3.36671 3.29427 0.0 0.0 0.1
H -5.86363 -1.92009 2.46232 0.2 0.1 0.3
H -0.01695 -0.56685 0.81738 0.1 0.1 0.1
H -0.82653 0.17009 2.16865 -0.2 0.0 0.1
H -3.67201 0.84990 -0.35304 0.1 0.0 -0.2
H -2.98309 -0.50963 -0.93571 -0.2 0.0 -0.1
H -1.01370 2.25198 1.11595 0.1 0.2 -0.2
H -2.59186 2.01981 1.35793 -0.1 -0.1 -0.1
H -0.22996 1.32763 -1.02705 0.2 -0.1 -0.1
H -0.56909 -0.27585 -1.28765 0.2 0.0 0.0
H -0.65481 -2.59241 -0.19033 0.0 -0.3 -0.1
H -1.78255 -4.65149 0.05473 0.2 0.3 -0.3
C 3.01659 4.29997 -1.82265 0.0 0.1 0.1
C 4.11457 3.70915 -0.94411 0.1 -0.1 -0.1
C 3.36260 3.41812 0.34673 0.0 0.2 0.1
O 2.00986 3.12008 -0.02823 0.0 0.0 0.0
C 1.81173 3.47502 -1.40192 -0.1 -0.1 -0.1
H 3.22381 4.23642 -2.88916 0.0 0.0 0.0
H 2.86065 5.35027 -1.56857 0.0 0.0 0.0
H 4.48073 2.77751 -1.38272 0.0 0.0 0.0
H 4.96408 4.37499 -0.79871 0.0 0.1 0.0
H 3.34910 4.29323 1.00466 0.1 0.0 0.0
H 3.77978 2.57596 0.90003 -0.1 0.0 0.0
H 1.74265 2.54769 -1.98479 0.0 0.1 -0.1
H 0.87226 4.02017 -1.50368 0.0 0.0 0.1
C -3.61390 -4.40217 -4.24685 0.1 0.0 -0.1
C -2.94029 -5.75355 -4.02984 -0.1 0.0 0.2
C -1.65715 -5.35309 -3.31877 0.1 0.0 -0.2
O -1.96284 -4.16608 -2.56192 -0.1 -0.1 0.2
C -3.24257 -3.65829 -2.97464 -0.1 0.0 0.1
H -4.68943 -4.46646 -4.39849 0.0 0.0 0.0
H -3.17642 -3.90379 -5.11372 0.0 0.0 0.0
H -3.55595 -6.37576 -3.37553 0.0 0.0 0.0
H -2.75750 -6.30561 -4.94902 0.0 0.0 0.0
H -0.86632 -5.10708 -4.03197 0.0 0.0 0.0
H -1.28672 -6.12752 -2.64561 0.0 0.1 0.1
H -3.96536 -3.85732 -2.17358 -0.1 0.0 0.0
H -3.17424 -2.57948 -3.11983 0.1 0.0 0.0
C 6.04943 7.25711 1.96975 0.0 -0.2 0.0
C 7.48334 7.06978 1.48761 0.0 0.1 0.0
C 7.26903 6.54484 0.07585 -0.1 -0.1 -0.1
O 6.04666 7.12243 -0.39584 0.0 -0.1 0.2
C 5.35696 7.73225 0.70088 0.0 0.2 -0.1
H 5.95052 7.96051 2.79478 0.0 0.0 0.0
H 5.63467 6.29720 2.28853 0.0 0.0 0.0
H 7.99457 8.03425 1.45611 0.0 0.0 0.0
H 8.07149 6.39388 2.10626 0.0 0.0 0.0
H 7.15777 5.45408 0.07129 0.1 0.0 0.0
H 8.07925 6.81233 -0.60259 -0.1 0.0 -0.1
H 5.43349 8.81875 0.59099 -0.1 0.0 0.1
H 4.30242 7.45430 0.66435 0.0 0.0 -0.1
```
Positions in Å, forces in eV/Å.

Energy relative to the best compared isomer or geometry (same formula, charge and spin) (kcal per mole): 0.0
HOMO-LUMO gap (eV): 6.62
Net charge: +1
E_HOMO (eV): -10.78
E (eV): -51538.29771



# C20H31N3O3S

2 unconnected molecules or ions with the total composition C20H31N3O3S (the ωB97M-V functional and the def2-TZVPD basis, OMol25).

```
58
Properties=species:S:1:pos:R:3:forces:R:3
C 6.28879 1.22284 -2.16717 -0.3 0.0 0.6
N 4.91371 0.85220 -1.83836 -0.2 -0.4 -1.0
C 4.40847 0.78247 -0.60264 0.5 0.6 0.6
O 5.09002 1.05301 0.38211 -0.3 -0.2 0.2
C 2.93913 0.34857 -0.39564 -0.4 -0.6 -0.5
C 2.76438 -1.18034 -0.43231 0.4 -0.5 0.0
C 3.70910 -1.92941 0.51655 -0.1 0.3 -0.5
S 3.56224 -3.73714 0.44666 -0.1 0.0 0.1
C 4.28261 -4.06252 -1.18668 -0.1 0.4 0.1
N 1.93219 0.96846 -1.28094 0.4 0.6 0.7
C 1.86829 0.94374 -2.61615 -0.2 -0.1 -0.7
C 0.73057 1.70887 -3.25061 0.0 0.0 0.1
O 2.66746 0.35684 -3.33507 0.5 -0.3 -0.1
H 6.55907 0.81634 -3.14262 -0.2 0.0 0.1
H 6.38241 2.30967 -2.18990 0.2 0.0 0.0
H 6.97194 0.82449 -1.41398 -0.1 0.1 -0.1
H 4.28838 0.60892 -2.60059 0.0 0.0 0.0
H 2.69244 0.66115 0.61927 0.1 0.3 -0.1
H 2.94472 -1.52854 -1.44878 -0.1 0.1 -0.1
H 1.73534 -1.42698 -0.16577 -0.1 0.1 -0.1
H 3.50099 -1.60561 1.53677 0.1 -0.3 0.1
H 4.74176 -1.66845 0.28396 0.1 0.0 0.2
H 4.36081 -5.13924 -1.33819 -0.1 0.1 0.2
H 5.27696 -3.61941 -1.24311 0.0 0.0 0.0
H 3.64825 -3.63879 -1.96478 0.1 -0.1 -0.1
H 1.12461 1.36326 -0.82447 0.1 -0.1 0.0
H 0.68362 2.71024 -2.82853 -0.2 0.1 0.0
H -0.20193 1.18154 -3.06135 -0.1 0.1 0.1
H 0.90091 1.77002 -4.32427 0.0 0.0 0.1
O -0.82640 0.11182 -0.77354 -0.3 0.2 0.2
C -1.67987 0.40456 0.05578 -0.2 -1.8 -0.6
N -2.62828 -0.50877 0.50403 1.2 1.2 -0.1
C -2.89814 -1.73107 -0.26946 -0.2 -0.1 -0.2
C -4.38462 -1.78494 -0.68424 -0.2 0.3 0.2
C -4.95213 -0.36970 -0.91520 0.4 -0.2 0.0
C -4.78110 0.53530 0.32667 -0.5 -0.1 0.4
C -3.74917 -0.03834 1.32174 -0.5 0.3 -0.4
C -3.39972 0.87056 2.49437 0.3 0.3 0.5
C -4.34343 1.78121 3.01022 0.4 -0.1 0.0
C -4.07335 2.52668 4.16073 0.4 -0.3 -0.1
C -2.85492 2.37351 4.82281 0.0 -0.1 -0.2
C -1.90680 1.47445 4.33103 -0.4 0.0 -0.2
C -2.18122 0.72210 3.18441 -0.3 0.2 0.2
H -1.67577 1.41500 0.45271 -0.5 0.1 0.6
H -2.64277 -2.61439 0.32491 0.0 0.1 0.0
H -2.29027 -1.77072 -1.17979 0.2 0.4 0.4
H -4.48859 -2.38234 -1.59527 0.0 0.0 0.2
H -4.96622 -2.28185 0.09886 0.0 0.0 -0.1
H -4.42337 0.08327 -1.76051 -0.1 -0.1 0.0
H -6.01125 -0.43177 -1.18487 0.2 0.0 0.0
H -5.75106 0.61438 0.82571 0.1 0.2 0.0
H -4.48244 1.53930 0.00837 0.0 0.0 0.2
H -4.19937 -0.91593 1.79930 0.1 -0.1 -0.2
H -5.31329 1.91531 2.54431 0.1 -0.1 -0.1
H -4.81341 3.22347 4.54375 0.1 -0.1 -0.1
H -2.64515 2.94870 5.72010 0.0 -0.1 -0.1
H -0.96062 1.34720 4.84921 -0.1 0.0 -0.1
H -1.44450 -0.00315 2.85046 -0.1 0.1 -0.1
```
Positions in Å, forces in eV/Å.

Energy relative to the best compared isomer or geometry (same formula, charge and spin) (kcal per mole): 24.3
HOMO-LUMO gap (eV): 8.76
E_HOMO (eV): -8.24
E (eV): -42692.47219
Structure (SMILES): CNC(=O)[C@H](CCSC)NC(C)=O.O=CN1CCCC[C@@H]1c1ccccc1



# C5H7O3Rh

A molecular structure, C5H7O3Rh (the ωB97M-V functional and the def2-TZVPD basis, OMol25).

```
16
Properties=species:S:1:pos:R:3:forces:R:3
O 1.44773 0.54240 0.02595 -2.0 0.3 0.5
Rh 2.40696 2.30844 -0.29210 4.0 2.2 -0.4
O 0.44867 2.38650 -0.43597 -1.9 0.0 0.3
C 0.26909 1.21466 -0.05046 0.3 -0.2 -1.6
O -0.79920 0.58928 0.18301 -2.7 -1.3 -0.2
C 1.50551 -0.90823 0.27476 0.4 -2.3 0.5
C 2.87258 -1.38937 0.01564 0.1 0.2 -0.1
H 1.18881 -1.07168 1.31069 0.1 0.1 -0.2
H 0.76787 -1.36047 -0.40702 0.1 0.2 0.0
H 3.26042 -2.23269 0.58541 -0.1 0.3 -0.1
H 3.41322 -1.04494 -0.86684 -0.1 -0.2 0.2
C -2.50014 0.49823 -0.69999 1.4 -0.8 1.6
C -3.56378 0.24036 0.08043 1.6 2.5 -0.6
H -4.52508 0.66256 -0.24822 -0.8 -1.2 -0.6
H -3.37037 0.43966 1.15097 0.0 -1.0 0.4
H -2.82229 -0.87469 -0.62625 -0.5 1.1 0.3
```
Positions in Å, forces in eV/Å.

Energy relative to the best compared isomer or geometry (same formula, charge and spin) (kcal per mole): 146.2
2S+1: 6
HOMO-LUMO gap (alpha / beta) (eV): 4.62 / 6.29
Net charge: +3
E_HOMO (alpha / beta) (eV): -19.49 / -23.98
E (eV): -14401.81769
Expectation value of S²: 8.776



# H24NO15

13 unconnected molecules or ions with the total composition H24NO15 (the ωB97M-V functional and the def2-TZVPD basis, OMol25).

```
40
Properties=species:S:1:pos:R:3:forces:R:3
N -0.03456 -0.05439 -0.28574 -5.3 0.0 5.9
O 0.74219 0.90896 -0.09900 -0.1 -0.8 -2.6
O -1.28718 0.17156 -0.54322 2.2 0.4 -2.2
O 0.07281 -1.09152 0.43342 2.2 -0.3 -2.4
O -3.57596 -1.49043 -0.64176 2.3 -1.6 3.3
H -3.89632 -1.17523 -1.43766 -0.2 1.0 -2.5
H -2.56428 -1.54692 -0.56311 -2.4 0.6 -0.7
O -2.01682 -1.15795 2.47075 -2.4 -1.0 1.6
H -1.51479 -1.06857 1.71932 1.5 -0.3 -3.6
H -1.46840 -0.62642 2.99577 1.0 1.3 2.1
O -2.62704 1.28825 -2.53942 -0.4 1.6 -0.7
H -3.30389 0.85393 -3.05659 0.2 -0.6 0.2
H -2.02445 0.73473 -2.04596 0.3 -1.0 0.3
O 0.96640 -4.09490 0.83048 -0.7 0.8 -0.2
H 1.62089 -4.43336 1.42891 0.4 -0.2 0.4
H 1.46837 -3.36073 0.31247 -1.2 -2.6 1.4
O -4.26568 1.92148 -0.43495 2.2 10.7 -8.4
H -4.38288 1.29448 0.06427 -1.8 -10.6 8.4
H -3.49926 1.74206 -1.01674 -0.6 -0.1 0.0
O -2.00390 2.49302 1.63548 0.9 4.2 -0.9
H -2.33225 2.18036 0.80081 -0.6 -1.0 -0.6
H -1.88388 3.49268 1.29240 -0.3 -3.2 1.7
O 3.02717 -0.31471 0.61448 -1.1 -1.6 0.2
H 3.63031 0.35167 0.38143 1.3 1.4 -0.4
H 2.17447 0.00363 0.25298 0.7 -0.2 0.1
O 2.38905 -0.23900 -2.18984 1.5 -1.0 -1.2
H 3.13419 -0.72619 -2.64837 -1.2 0.9 0.9
H 1.62351 -0.74835 -2.46780 -0.3 0.0 0.0
O 2.42374 -2.86112 -0.54747 3.1 1.9 -0.9
H 2.14711 -1.99729 -0.15281 0.8 -0.2 -0.6
H 3.43163 -2.85921 -0.42593 -2.3 0.1 -0.1
O 1.94298 2.13349 1.65908 2.0 1.8 2.5
H 1.65117 1.53948 1.01727 -0.7 -0.4 -1.6
H 1.50692 2.97308 1.57184 -0.5 0.2 -0.3
O 1.80973 2.57739 -2.09368 -1.9 1.0 1.9
H 2.22691 1.73724 -2.08456 0.9 -1.4 -0.4
H 1.18711 2.41092 -1.31100 1.0 0.6 -1.7
O 1.22965 -0.24542 2.75046 -0.5 1.4 -0.7
H 1.10164 -1.11659 2.38100 -0.1 -0.2 -0.3
H 1.17362 0.39988 1.97301 0.0 -1.8 2.4
```
Positions in Å, forces in eV/Å.

Energy relative to the best compared isomer or geometry (same formula, charge and spin) (kcal per mole): 109.2
HOMO-LUMO gap (eV): 9.41
Net charge: -1
E_HOMO (eV): -7.35
E (eV): -32588.01243